{"formula": "C56H42MgN7O5P", "method": "the ωB97M-V functional and the def2-TZVPD basis", "symbols": ["Mg", "C", "N", "C", "N", "C", "C", "C", "C", "C", "C", "C", "C", "C", "C", "C", "C", "C", "C", "P", "C", "N", "C", "C", "N", "C", "C", "C", "C", "C", "C", "C", "C", "C", "C", "C", "C", "C", "C", "N", "C", "C", "N", "C", "C", "C", "C", "C", "C", "C", "C", "C", "C", "C", "C", "C", "H", "H", "H", "H", "H", "H", "H", "H", "H", "H", "H", "H", "H", "H", "H", "H", "H", "H", "H", "H", "H", "H", "H", "H", "H", "H", "H", "H", "H", "H", "H", "H", "H", "H", "H", "H", "H", "H", "H", "O", "C", "O", "C", "C", "C", "N", "C", "C", "C", "O", "O", "H", "H", "H", "O", "C"], "coordinates": [[-0.21580, 0.72249, -0.50331], [-0.82139, -4.88525, 0.38808], [-0.96594, -3.62844, -0.34097], [-0.70942, -2.37151, 0.11108], [-0.96831, -1.38962, -0.79993], [-1.61004, -2.09981, -1.81490], [-1.59601, -3.49226, -1.61354], [-2.01368, -4.58984, -2.46535], [-1.28499, -5.79377, -2.56429], [-1.63395, -6.80315, -3.42083], [-2.76921, -6.69859, -4.26604], [-3.47731, -5.52276, -4.21869], [-3.09475, -4.44688, -3.40342], [-2.06574, -1.39314, -3.03450], [-2.77137, -0.17174, -2.95938], [-3.08495, 0.50969, -4.13952], [-2.89063, -0.08357, -5.38850], [-2.14895, -1.27771, -5.45292], [-1.66502, -1.87512, -4.29009], [-0.06690, -1.98159, 1.73095], [1.47372, -1.08875, 1.31553], [1.54305, 0.11678, 0.70134], [2.86618, 0.50752, 0.77465], [3.60652, -0.38218, 1.57192], [2.66519, -1.40010, 1.92366], [2.94631, -2.46883, 2.91136], [4.93484, -0.24160, 2.12815], [5.85325, -1.32618, 2.21581], [7.00818, -1.15330, 2.98721], [7.27176, 0.02635, 3.71286], [6.38176, 1.09953, 3.56092], [5.25366, 0.99266, 2.78978], [3.45001, 1.68965, 0.09066], [2.66982, 2.86694, -0.21814], [3.32699, 4.02305, -0.57999], [4.70469, 4.02975, -0.62412], [5.45949, 2.84520, -0.62210], [4.85386, 1.74029, -0.20060], [-0.96199, -0.44436, 2.12311], [-1.10483, 0.65888, 1.39452], [-1.98052, 1.49171, 2.04838], [-2.55485, 0.78341, 3.09796], [-1.86080, -0.43851, 3.21047], [-1.87591, -1.26153, 4.39799], [-3.43144, 1.21542, 4.17954], [-4.49512, 0.40781, 4.63294], [-5.26029, 0.75383, 5.69522], [-5.11996, 2.05554, 6.24898], [-4.14530, 2.93329, 5.82582], [-3.30829, 2.54878, 4.72128], [-2.45507, 2.71955, 1.39291], [-3.80936, 3.05273, 1.56122], [-4.36958, 4.11618, 0.90633], [-3.60821, 4.77307, -0.06449], [-2.25153, 4.46414, -0.18436], [-1.64432, 3.47303, 0.59087], [-0.87194, -4.70056, 1.48446], [0.11648, -5.47192, 0.19234], [-1.65016, -5.58344, 0.13057], [-0.34121, -5.93905, -2.05837], [-1.00349, -7.67520, -3.43062], [-3.06007, -7.55394, -4.83588], [-4.42253, -5.41308, -4.70447], [-3.67670, -3.55393, -3.49854], [-3.06470, 0.25265, -1.99011], [-3.53712, 1.51844, -4.09054], [-3.26155, 0.32900, -6.29241], [-1.97806, -1.64835, -6.48546], [-0.97510, -2.74710, -4.29046], [3.98642, -2.46615, 3.24973], [2.84412, -3.44854, 2.47661], [2.27646, -2.33000, 3.75352], [5.66454, -2.30222, 1.78102], [7.77057, -1.95197, 2.98546], [8.05951, 0.02597, 4.43762], [6.49171, 2.05720, 4.07415], [4.63762, 1.86617, 2.61205], [1.58455, 2.73223, -0.19652], [2.72383, 4.93366, -0.77697], [5.22755, 4.99241, -0.79128], [6.50847, 2.90123, -0.88107], [5.39969, 0.76118, -0.24041], [-2.54802, -2.13743, 4.27967], [-2.15413, -0.68752, 5.28033], [-0.87487, -1.60689, 4.60405], [-4.67899, -0.53968, 4.18546], [-5.93691, 0.02791, 6.10494], [-5.74352, 2.42884, 7.06867], [-4.07635, 3.88981, 6.27598], [-2.49691, 3.23385, 4.40000], [-4.39564, 2.35998, 2.16484], [-5.44712, 4.32873, 0.96818], [-3.95652, 5.53931, -0.73524], [-1.63642, 4.91166, -0.91433], [-0.57476, 3.23865, 0.62384], [1.61061, -0.08773, -7.68668], [1.61377, 0.95020, -6.99056], [1.72354, 2.11002, -7.36594], [1.47919, 0.84463, -5.51131], [2.03483, -0.23834, -4.77091], [1.87263, -0.28444, -3.39091], [1.13547, 0.61661, -2.71554], [0.66669, 1.68125, -3.39774], [0.87165, 1.87841, -4.77611], [-0.19324, 2.68931, -2.69603], [-0.60116, 3.65524, -3.31289], [-0.54231, 2.34311, -1.46813], [2.66301, -0.98669, -5.23276], [2.24630, -1.13315, -2.79321], [0.43865, 2.81966, -5.19003], [3.49432, 5.28452, 6.41698], [2.37976, 5.37840, 6.18943]], "forces_ev_per_angstrom": [[0.9, -0.4, -1.3], [-0.1, -1.1, 0.8], [-1.0, 0.3, -1.2], [0.5, 1.1, -1.0], [-1.2, -3.0, 0.5], [0.5, 0.1, -0.9], [1.0, 2.0, 1.6], [-0.9, -0.5, -2.0], [0.2, 0.7, 0.2], [-1.1, -0.1, -1.0], [1.4, -0.1, 1.5], [0.0, 0.7, 0.8], [0.9, -1.2, 1.1], [0.1, 0.7, -0.2], [0.4, -0.3, -0.2], [-0.7, 0.5, 0.0], [0.9, -1.1, 1.5], [-0.2, 0.4, -0.8], [0.1, -0.5, 0.0], [0.8, 0.4, 0.7], [0.8, 1.0, 0.8], [1.0, -1.6, -0.3], [0.6, -0.3, 0.0], [-2.8, -0.2, -0.9], [1.4, 0.9, -0.6], [-0.1, 0.4, -0.3], [1.2, -0.3, 1.3], [-0.2, 1.5, 0.6], [0.8, 0.1, 0.1], [-1.4, -0.7, -0.8], [0.4, 0.2, 0.6], [-0.2, -1.4, -1.3], [-0.1, 1.8, -0.3], [0.7, -2.9, 0.6], [-0.8, 0.8, 0.2], [1.0, 1.1, -1.0], [0.3, 2.9, 0.1], [-1.7, -4.0, 0.2], [-1.8, -0.5, 1.1], [0.2, -0.3, 1.1], [-1.1, -1.1, -0.5], [1.6, -0.2, 0.7], [0.4, 2.1, -2.1], [-0.1, -1.0, 0.1], [-1.0, 2.4, 0.6], [1.4, 0.2, -0.4], [-0.3, 1.9, 1.1], [-0.3, -0.6, 0.7], [0.6, -1.5, -2.5], [0.0, -1.1, 1.1], [-0.8, -0.3, 1.0], [0.1, -0.8, 0.3], [-0.9, 0.2, -1.1], [1.5, -0.1, 0.3], [-0.2, -0.5, 0.6], [0.0, 0.3, 0.4], [0.1, 0.0, -0.8], [-0.6, 1.0, -0.1], [0.5, 0.7, 0.1], [-0.1, 0.2, 0.4], [0.0, -0.3, -0.2], [-0.2, -0.2, -0.4], [-0.2, 0.0, -0.7], [-0.1, 0.4, 0.4], [0.2, -0.2, -0.4], [0.2, -0.8, 0.1], [-0.1, 0.6, -0.5], [0.3, -0.1, 1.1], [-0.7, 0.7, -0.4], [-0.3, 0.7, -0.1], [-0.5, -0.3, -0.3], [0.0, -0.2, 0.1], [-0.1, 0.3, -0.3], [-0.6, 0.4, 0.3], [0.5, 0.3, 0.0], [0.4, -0.4, 0.0], [-0.2, -0.2, 0.2], [0.3, 0.6, 0.1], [0.7, -0.6, 0.2], [-0.4, -0.7, -0.1], [0.0, -0.2, 0.1], [-0.5, 1.0, 0.4], [0.4, 0.6, 0.1], [-0.3, 0.1, -0.3], [0.3, -0.3, -0.2], [0.1, -0.7, -0.4], [-0.5, 0.1, 0.1], [0.0, -0.6, -0.2], [0.2, 0.8, 0.2], [-0.7, -0.7, 0.0], [-0.1, 0.5, -0.1], [0.6, -0.1, 0.2], [-0.5, 0.1, 0.1], [0.4, 0.7, -0.8], [-0.5, 0.5, -0.5], [-0.1, -0.5, 0.7], [0.1, -0.8, -1.4], [0.2, 1.8, -0.5], [0.3, -0.5, 1.9], [-0.2, 1.0, 0.3], [-0.6, 0.0, 0.0], [-0.4, 0.2, 0.4], [0.8, -0.4, -1.2], [-0.5, -0.3, 0.6], [-0.7, -0.8, 0.5], [0.1, 0.1, 0.8], [0.3, 0.3, -0.7], [-0.3, -0.1, -0.4], [0.0, 0.5, -0.3], [0.7, -1.2, 0.0], [-2.0, 0.2, -0.4], [2.0, -0.2, 0.4]], "lowdin_charge": [0.68, -0.04, -0.05, -0.44, 0.11, -0.15, -0.07, -0.15, -0.06, -0.07, -0.06, -0.07, 0.00, -0.19, -0.03, -0.07, -0.06, -0.05, -0.05, 1.16, -0.40, 0.08, -0.15, -0.09, -0.04, -0.01, -0.18, -0.05, -0.08, -0.06, -0.08, -0.02, -0.12, -0.01, -0.08, -0.08, -0.09, -0.07, -0.39, 0.07, -0.13, -0.11, -0.04, -0.04, -0.18, -0.07, -0.07, -0.08, -0.06, 0.02, -0.18, -0.04, -0.08, -0.06, -0.04, -0.04, 0.07, 0.10, 0.11, 0.10, 0.10, 0.10, 0.10, 0.11, 0.12, 0.12, 0.10, 0.12, 0.14, 0.08, 0.08, 0.08, 0.11, 0.11, 0.10, 0.11, 0.12, 0.08, 0.13, 0.11, 0.11, 0.14, 0.11, 0.10, 0.07, 0.11, 0.10, 0.11, 0.09, 0.13, 0.11, 0.11, 0.10, 0.09, 0.11, -0.05, -0.75, -0.01, -0.09, 0.01, -0.14, 0.06, -0.20, 0.08, -0.56, 0.07, -0.19, 0.11, 0.10, 0.14, 0.00, 0.00], "charge": 0, "multiplicity": 1, "energy_ev": -94157.9735}